a.
Formula: C3H4N2OS
Source: the OMol25 dataset
Level of theory: wB97M-V/def2-TZVPD

Values from the calculation:
LUMO energy (hartree): -0.057
Spin multiplicity: 1

Last column: Mulliken charge in e.
Atoms and positions in Å:
C -0.30128 -1.14032 -1.10895  -0.004
C -0.70963 0.03069 2.83220  0.073
C 0.48152 -0.13734 -0.70279  -0.527
N -0.81933 -2.11193 -0.30410  -0.316
N -0.76208 -0.47268 1.58005  -0.309
O -0.39470 -0.55743 3.83782  -0.519
S -1.08238 -1.95746 1.20063  0.361
H -0.59241 -1.24950 -2.14742  0.335
H -0.91392 1.11898 2.81946  0.349
H 0.85505 0.57424 -1.42112  0.268
H 0.86840 -0.05644 0.29211  0.290


b.
Formula: C3H4N2OS
Source: the OMol25 dataset
Level of theory: wB97M-V/def2-TZVPD

Values from the calculation:
LUMO energy (hartree): 0.012
Spin multiplicity: 1
SMILES: N=C=NS.C#CO

Last column: Mulliken charge in e.
Atoms and positions in Å:
N 1.22853 1.56933 0.78523  -0.375
C 1.67885 0.60717 0.28636  0.618
N 2.30052 -0.25438 -0.28999  -0.391
S 2.01604 -1.89003 -0.31663  -0.121
H 1.31825 2.57193 0.89140  0.285
H 3.02248 -2.34132 0.44323  0.143
C -3.43626 -0.18399 -0.54309  -0.333
C -2.20527 -0.26737 -0.26609  0.052
O -0.99292 0.12938 -0.46003  -0.379
H -4.64733 0.27480 -0.63009  0.274
H -0.28289 -0.21552 0.09970  0.226


How do the energies compare? Relative to the most stable structure, in hartree: a 0.0000; b 0.1133.


a.
Formula: C4H5NO2
Source: the OMol25 dataset
Level of theory: wB97M-V/def2-TZVPD

Values from the calculation:
LUMO energy (hartree): 0.020
Spin multiplicity: 1
SMILES: O=C[C@H]1CN1C=O

Last column: Mulliken charge in e.
Atoms and positions in Å:
O 1.51007 -1.47556 -0.69010  -0.440
C 1.45391 -0.26745 -0.67120  -0.024
C 0.68992 0.50701 0.36783  0.003
C -0.59387 1.17839 0.01846  -0.476
N -0.57281 0.01227 0.87100  -0.261
C -1.15500 -1.17587 0.39847  0.143
O -2.06038 -1.19482 -0.39896  -0.494
H 2.00167 0.34305 -1.42097  0.332
H 1.32836 0.98994 1.10878  0.340
H -1.00833 1.04641 -0.97869  0.267
H -0.83971 2.11436 0.51103  0.247
H -0.75384 -2.07774 0.88435  0.364


b.
Formula: C4H5NO2
Source: the OMol25 dataset
Level of theory: wB97M-V/def2-TZVPD

Values from the calculation:
LUMO energy (alpha / beta) (hartree): 0.002 / 0.002
Spin multiplicity: 1
SMILES: O=C1NC[C@H]2O[C@@H]12

Last column: Mulliken charge in e.
Atoms and positions in Å:
O 1.11625 2.30123 0.54519  -0.625
C 0.53464 1.23239 0.44382  0.489
N 1.15630 0.04088 0.17452  -0.220
C 0.37883 -0.94954 -0.50910  -0.445
C -1.02446 -0.85685 -0.00100  -0.091
O -1.34265 -0.27389 1.17113  -0.341
C -0.92234 0.98286 0.44636  -0.321
H 2.14657 0.08591 0.02931  0.242
H 0.87520 -1.92431 -0.48093  0.380
H 0.21241 -0.71195 -1.57811  0.250
H -1.61463 -1.76561 -0.32576  0.359
H -1.51611 1.83890 0.08458  0.323


How do the energies compare? Relative to the most stable structure, in hartree: a 0.0000; b 0.0643.


a.
Formula: C4H5NO2
Source: the OMol25 dataset
Level of theory: wB97M-V/def2-TZVPD

Values from the calculation:
LUMO energy (hartree): 0.029
Spin multiplicity: 1
SMILES: Cc1coc(O)n1

Last column: Mulliken charge in e.
Atoms and positions in Å:
C 0.60031 1.50066 1.06729  -1.037
C 0.25865 0.36397 0.16006  0.637
C 0.76230 0.04993 -1.05107  -0.399
O 0.09216 -1.06591 -1.51835  -0.311
C -0.77377 -1.33617 -0.54440  0.618
O -1.57506 -2.37208 -0.77975  -0.470
N -0.74294 -0.55831 0.48464  -0.605
H -0.31361 1.89386 1.52114  0.303
H 1.26823 1.19374 1.87920  0.243
H 1.08608 2.30809 0.51208  0.300
H 1.52135 0.45495 -1.70102  0.350
H -2.18370 -2.43274 -0.02983  0.369


b.
Formula: C4H5NO2
Source: the OMol25 dataset
Level of theory: wB97M-V/def2-TZVPD

Values from the calculation:
LUMO energy (hartree): 0.000
Spin multiplicity: 1

Last column: Mulliken charge in e.
Atoms and positions in Å:
O 1.60480 0.43544 -0.73653  -0.231
C 1.66999 -0.85520 -0.36665  -0.345
C 0.80224 0.52406 0.48276  0.274
C -0.45360 1.28081 0.17408  -0.571
N -0.53451 -0.05589 0.65884  -0.184
C -1.19841 -1.09326 0.00090  -0.039
O -2.17129 -0.92628 -0.68940  -0.502
H 1.10733 -1.41991 -1.15124  0.185
H 1.38584 0.68693 1.37957  0.440
H -0.71517 1.44127 -0.87098  0.251
H -0.71559 2.06632 0.87190  0.245
H -0.78166 -2.08429 0.24674  0.476


How do the energies compare? Relative to the most stable structure, in hartree: a 0.0000; b 0.2193.


a.
Formula: CH5BrN2P
Source: the OMol25 dataset
Level of theory: wB97M-V/def2-TZVPD

Values from the calculation:
Net charge: +1
LUMO energy (alpha / beta) (hartree): -0.231 / -0.260
Spin multiplicity: 1

Last column: Mulliken charge in e.
Atoms and positions in Å:
C 0.75157 -0.02179 0.26918  0.163
N 1.91225 -0.56244 0.03983  -0.304
N 0.43585 1.23142 -0.00133  -0.228
P -2.19989 -1.21092 -0.39341  0.231
Br -3.43183 0.58563 -0.29518  0.026
H 2.78402 -0.19811 -0.37504  0.246
H 1.85057 -1.61400 0.15080  0.298
H 0.96285 1.95099 -0.43890  0.212
H -0.45862 1.45998 0.22437  0.196
H -2.60677 -1.62076 0.81968  0.161


b.
Formula: CH5BrN2P
Source: the OMol25 dataset
Level of theory: wB97M-V/def2-TZVPD

Values from the calculation:
Net charge: +1
LUMO energy (hartree): -0.166
Spin multiplicity: 1
SMILES: NC(=[NH2+])PBr

Last column: Mulliken charge in e.
Atoms and positions in Å:
N -0.28626 1.02207 1.06407  -0.366
C 0.11321 0.10276 0.21727  0.650
N 0.76772 -0.99355 0.55597  -0.395
P -0.15983 0.48887 -1.64911  0.016
Br -0.60179 -1.53947 -2.46545  -0.066
H -0.11983 1.04742 2.11803  0.262
H -0.58404 1.84558 0.63542  0.226
H 1.39231 -0.99612 1.29431  0.273
H 1.09493 -1.68215 -0.23481  0.239
H -1.61642 0.70460 -1.53570  0.161


How do the energies compare? Relative to the most stable structure, in hartree: a 0.1069; b 0.0000.


a.
Formula: C19H22N2O4
Source: the OMol25 dataset
Level of theory: wB97M-V/def2-TZVPD

Values from the calculation:
LUMO energy (hartree): 0.016
Spin multiplicity: 1
SMILES: COc1ccc([C@H](C)NC(=O)Nc2ccc(C(C)=O)cc2)cc1OC

Last column: Mulliken charge in e.
Atoms and positions in Å:
C -1.97215 -1.92857 -1.75852  -0.917
O -1.01474 -2.30428 -0.80027  -0.380
C 0.21721 -1.70700 -0.83331  1.216
C 0.63670 -0.88073 -1.86794  -0.303
C 1.84250 -0.20341 -1.81812  -0.882
C 2.68204 -0.34714 -0.72662  0.428
C 3.80874 0.63914 -0.48228  -0.016
C 5.14746 0.01517 -0.12792  -1.548
N 3.33853 1.49934 0.62046  -0.402
C 2.07805 2.02951 0.35448  0.436
O 1.85651 2.70710 -0.61616  -0.550
N 1.11264 1.68100 1.29055  -0.120
C -0.23448 1.50359 0.98134  0.419
C -0.88125 2.24579 -0.00505  -0.852
C -2.19436 1.97273 -0.32762  -0.280
C -2.89788 0.95674 0.32023  0.115
C -4.29002 0.58333 -0.01195  0.900
C -5.05574 1.51888 -0.91809  -1.430
O -4.79537 -0.43156 0.42038  -0.615
C -2.24626 0.23445 1.32403  -0.778
C -0.94051 0.50587 1.65784  -0.240
C 2.30183 -1.23178 0.27420  -0.739
C 1.09424 -1.91849 0.24725  0.010
O 0.87881 -2.69432 1.34943  -0.461
C -0.20100 -3.60178 1.40492  -0.738
H -2.90459 -2.38655 -1.43160  0.270
H -2.09871 -0.84209 -1.79126  0.295
H -1.71364 -2.30026 -2.75568  0.367
H -0.00432 -0.72702 -2.72048  0.403
H 2.10495 0.47148 -2.61741  0.319
H 3.91756 1.28718 -1.35649  0.527
H 5.06120 -0.63196 0.74157  0.251
H 5.50323 -0.57917 -0.96494  0.393
H 5.87339 0.79465 0.08735  0.426
H 3.40343 1.00918 1.50572  0.345
H 1.42596 1.08546 2.04722  0.310
H -0.33810 3.01396 -0.52833  0.496
H -2.66385 2.55336 -1.10629  0.365
H -6.08706 1.18285 -0.98948  0.369
H -4.61439 1.51631 -1.91278  0.323
H -5.02772 2.53298 -0.52701  0.404
H -2.79313 -0.54993 1.82566  0.447
H -0.44724 -0.07019 2.42852  0.227
H 2.92584 -1.39662 1.14075  0.418
H -0.03861 -4.17834 2.31588  0.307
H -1.16090 -3.08590 1.46324  0.176
H -0.20506 -4.27380 0.54488  0.289


b.
Formula: C19H22N2O4
Source: the OMol25 dataset
Level of theory: wB97M-V/def2-TZVPD

Values from the calculation:
LUMO energy (hartree): 0.029
Spin multiplicity: 1
SMILES: CCOC(=O)c1c(C)nc(C)c(C(=O)OCC)c1-c1cccc(N)c1

Last column: Mulliken charge in e.
Atoms and positions in Å:
C -5.58130 -0.76564 -0.47059  -1.096
C -4.50766 -1.20515 0.51442  -0.278
O -3.45568 -0.24367 0.60473  -0.300
C -2.50460 -0.29860 -0.33366  -0.549
O -2.48183 -1.10046 -1.23183  -0.574
C -1.48034 0.76608 -0.13323  0.452
C -1.79805 2.12084 -0.26520  0.491
C -3.19047 2.57851 -0.56178  -1.077
N -0.87821 3.06448 -0.14830  -0.666
C 0.38474 2.75021 0.09007  0.589
C 1.34095 3.88985 0.24090  -1.190
C 0.80026 1.42119 0.20964  0.507
C 2.20899 1.07470 0.55778  -0.316
O 2.54438 0.58432 1.60423  -0.589
O 3.05466 1.41213 -0.42323  -0.296
C 4.43903 1.13206 -0.20747  -0.353
C 4.79622 -0.27548 -0.66265  -1.012
C -0.15202 0.40571 0.10168  0.493
C 0.23713 -1.00590 0.23436  0.891
C -0.39050 -1.82370 1.16795  -0.491
C -0.00020 -3.14537 1.28665  -1.049
C 0.99509 -3.66125 0.48081  -0.619
C 1.62595 -2.85330 -0.46581  0.293
N 2.66811 -3.34281 -1.22929  -0.523
C 1.23723 -1.52009 -0.57639  -0.179
H -5.97354 0.20976 -0.19231  0.278
H -6.39282 -1.48763 -0.47045  0.401
H -5.16288 -0.70777 -1.47240  0.286
H -4.90842 -1.28249 1.52723  0.348
H -4.08114 -2.16546 0.20589  0.327
H -3.57509 2.07714 -1.44812  0.340
H -3.18755 3.65244 -0.72246  0.387
H -3.84537 2.34150 0.27447  0.195
H 2.08088 3.86516 -0.55690  0.234
H 1.86556 3.82042 1.19234  0.353
H 0.79267 4.82601 0.19474  0.390
H 4.65975 1.25226 0.85809  0.346
H 4.97845 1.88398 -0.78820  0.346
H 5.85728 -0.44899 -0.50792  0.431
H 4.56860 -0.39794 -1.71898  0.229
H 4.23121 -1.00784 -0.09091  0.252
H -1.15707 -1.41743 1.81048  0.617
H -0.47978 -3.78278 2.01507  0.390
H 1.29280 -4.69577 0.57587  0.331
H 2.71243 -4.34477 -1.32424  0.219
H 2.86784 -2.83819 -2.07804  0.244
H 1.70173 -0.88884 -1.32094  0.497


How do the energies compare? Relative to the most stable structure, in hartree: a 0.0500; b 0.0000.


a.
Formula: C3H11NOS
Source: the OMol25 dataset
Level of theory: wB97M-V/def2-TZVPD

Values from the calculation:
LUMO energy (hartree): 0.027
Spin multiplicity: 1
SMILES: CNCCS.O

Last column: Mulliken charge in e.
Atoms and positions in Å:
C 0.31756 -0.69386 -1.19498  -0.948
N -0.88991 0.20721 -1.09255  -0.422
C -0.33992 1.59688 -0.97013  -0.485
C 0.34895 1.72103 0.39911  -0.757
S -0.24307 0.87510 1.96892  -0.235
H 0.46620 -0.96434 -2.28072  0.332
H 0.14684 -1.66715 -0.69971  0.261
H 1.25787 -0.47488 -0.83287  0.351
H -1.43888 0.11141 -1.94214  0.281
H 0.30202 1.88636 -1.79066  0.309
H -1.21969 2.23273 -1.12208  0.317
H 1.30660 1.53381 0.30651  0.516
H 0.50035 2.88822 0.49925  0.326
H -1.08761 0.10022 1.15769  0.154
O 0.54840 -3.25534 2.45553  -0.622
H 0.11514 -3.09231 3.31894  0.318
H -0.09084 -3.00510 1.81987  0.304


b.
Formula: C3H11NOS
Source: the OMol25 dataset
Level of theory: wB97M-V/def2-TZVPD

Values from the calculation:
LUMO energy (hartree): -0.014
Spin multiplicity: 1

Last column: Mulliken charge in e.
Atoms and positions in Å:
C 2.03444 0.40095 2.50681  -0.698
S 1.25239 0.99452 0.95960  -0.228
H 1.59728 -0.52603 2.85355  0.264
H 3.09837 0.20753 2.33036  0.267
H 1.93578 1.16531 3.27467  0.287
C -1.66598 -0.27079 -0.59875  -0.568
O -2.85299 -0.03340 -1.39008  -0.522
C -0.58811 -0.61169 -1.60989  -0.274
N 0.50958 -1.41890 -1.02615  -0.595
H -1.85153 -1.14612 0.04285  0.283
H -1.48402 0.63560 -0.01195  0.350
H -3.53969 0.31067 -0.81272  0.302
H -1.07786 -1.20694 -2.38167  0.426
H -0.24437 0.32411 -2.06897  0.185
H 1.11434 -1.69729 -1.79285  0.230
H 0.01624 -0.34138 1.13521  0.084
H 1.08576 -0.84103 -0.39423  0.206


c.
Formula: C3H11NOS
Source: the OMol25 dataset
Level of theory: wB97M-V/def2-TZVPD

Values from the calculation:
LUMO energy (hartree): 0.034
Spin multiplicity: 1
SMILES: NCCCS.O

Last column: Mulliken charge in e.
Atoms and positions in Å:
N 1.38785 0.24479 -1.32490  -0.641
C 1.21120 1.63594 -0.75475  -0.490
C -0.09058 1.57238 0.07659  -0.554
C -1.44640 1.06674 -0.72462  -0.512
S -2.94702 1.04306 0.36118  -0.231
H 0.84355 0.16531 -2.16485  0.208
H 2.40004 0.15658 -1.69396  0.246
H 2.16384 1.84195 -0.11102  0.316
H 1.25617 2.43497 -1.47648  0.342
H 0.02540 0.66714 0.77111  0.313
H -0.10322 2.64839 0.62573  0.280
H -1.33134 -0.02181 -1.09805  0.339
H -1.65985 1.92319 -1.61918  0.265
H -2.30753 1.38884 1.48939  0.121
O 0.53137 -5.56456 2.77573  -0.616
H 0.45062 -5.61940 1.86132  0.304
H -0.38408 -5.58350 3.00675  0.312


How do the energies compare? Relative to the most stable structure, in hartree: a 0.0029; b 0.0283; c 0.0000.